DFT (ωB97M-V/def2-TZVPD) results for a molecular structure, C49H31BrF3N4O2S2SbV in a non-equilibrium geometry.

Total energy, Ha: -7109.68535
Highest occupied orbital energy (alpha / beta), eV: -1.36 / -2.22
2S+1: 4
Charge: -2

The geometry in XYZ format:
```
94
C49H31BrF3N4O2S2SbV, DFT ωB97M-V/def2-TZVPD
V 0.60 -1.76 0.02
C -0.54 -4.72 0.16
O 0.51 -3.81 0.43
C 1.76 -4.33 0.71
C 2.05 -5.66 0.89
C 3.35 -6.06 1.19
C 4.36 -5.11 1.28
C 4.08 -3.76 1.08
C 2.77 -3.34 0.81
N 2.39 -2.05 0.56
N 3.35 -1.15 0.52
C 3.15 0.04 -0.07
C 1.93 0.53 -0.67
O 0.77 -0.05 -0.49
C 2.00 1.68 -1.48
C 3.14 2.42 -1.64
C 4.33 2.06 -0.96
C 5.50 2.84 -1.03
C 6.64 2.48 -0.36
C 6.65 1.31 0.41
C 5.52 0.53 0.51
C 4.33 0.88 -0.17
H -0.26 -5.42 -0.63
H -0.83 -5.25 1.07
H -1.37 -4.11 -0.19
H 1.28 -6.41 0.79
H 3.57 -7.11 1.34
H 5.37 -5.41 1.50
H 4.86 -3.02 1.09
H 1.09 1.97 -1.99
H 3.13 3.29 -2.29
H 5.49 3.74 -1.64
H 7.53 3.09 -0.43
H 7.55 1.02 0.94
H 5.50 -0.36 1.11
S -1.37 -1.73 -1.69
C -0.53 -1.61 -3.21
C -1.21 -1.05 -4.29
C -0.66 -1.03 -5.58
C -1.40 -0.49 -6.66
N -2.04 -0.04 -7.51
C 0.61 -1.59 -5.79
C 1.32 -2.11 -4.70
C 0.77 -2.13 -3.41
S 1.69 -2.83 -2.14
C 1.17 -1.66 -7.09
N 1.64 -1.74 -8.14
H -2.20 -0.64 -4.14
H 2.30 -2.52 -4.85
F -6.17 6.22 -1.52
C -5.23 5.25 -1.40
C -5.51 3.99 -1.91
C -4.56 2.99 -1.75
C -3.36 3.23 -1.08
C -3.10 4.52 -0.64
C -4.03 5.54 -0.79
Sb -1.97 1.54 -0.72
C -1.25 2.64 1.05
C -2.10 2.97 2.10
C -1.66 3.69 3.19
C -0.33 4.08 3.23
F 0.12 4.79 4.29
C 0.55 3.78 2.21
C 0.08 3.06 1.12
C -3.52 0.51 0.46
C -4.73 1.10 0.82
C -5.67 0.40 1.58
C -5.38 -0.89 1.97
F -6.30 -1.57 2.70
C -4.19 -1.49 1.65
C -3.27 -0.79 0.89
H -6.46 3.80 -2.38
H -4.76 2.00 -2.14
H -2.16 4.74 -0.14
H -3.85 6.54 -0.42
H -3.14 2.66 2.06
H -2.32 3.96 4.01
H 1.58 4.09 2.28
H 0.76 2.83 0.32
H -4.97 2.10 0.52
H -6.62 0.85 1.86
H -3.98 -2.50 1.98
H -2.34 -1.27 0.62
Br -0.76 -0.62 6.59
C -0.37 -0.98 4.75
C -0.77 -0.08 3.78
C -0.49 -0.38 2.45
C 0.16 -1.55 2.02
C 0.54 -2.41 3.06
C 0.28 -2.15 4.40
H -1.28 0.83 4.04
H -0.79 0.34 1.71
H 1.06 -3.34 2.85
H 0.61 -2.84 5.17
```

These are the Löwdin partial charges, in e, on atoms 1 to 4: atom 1 (V): 0.59, atom 2 (C): -0.06, atom 3 (O): -0.30, atom 4 (C): -0.27